Record 1
# C3H10N3O

A 2-piece molecular cluster, C3H10N3O overall (the ωB97M-V functional and the def2-TZVPD basis, the OMol25 dataset).

Summary:
frontier orbital gap = 10.8 eV

The geometry in ORCA input format:
```
! wB97M-V def2-TZVPD RIJCOSX def2/J DEFGRID3
* xyz 1 1
O 0.522 2.891 0.225
C 0.959 2.000 0.890
C 1.426 0.721 0.252
N 0.850 0.670 -1.119
H 0.999 2.079 1.983
H 2.515 0.657 0.231
H 1.073 -0.130 0.834
H 1.375 0.031 -1.713
H -0.181 0.342 -1.009
H 0.839 1.623 -1.506
N -0.908 -2.429 0.094
C -1.673 -1.334 0.330
N -1.619 -0.292 -0.404
H -0.519 -2.537 -0.829
H -1.098 -3.253 0.637
H -2.307 -1.477 1.206
H -2.254 0.438 -0.102
*
```

Here are the natural (NBO) charges for atoms 1 to 5, given in e: number 1, O, carries -0.488; number 2, C, carries 0.420; number 3, C, carries -0.344; number 4, N, carries -0.723; number 5, H, carries 0.160

Record 2
# C3H10N3O2

C3H10N3O2 as an isolated structure at a distorted geometry (the ωB97M-V functional and the def2-TZVPD basis, the OMol25 dataset).

Summary:
frontier orbital gap = 9.7 eV

The geometry in ORCA input format:
```
! wB97M-V def2-TZVPD RIJCOSX def2/J DEFGRID3
* xyz 1 1
C 0.776 -0.195 1.272
C 0.002 -1.174 -0.840
C -1.135 0.717 0.003
N 1.356 1.250 -0.721
N 2.396 0.967 -1.469
N 0.111 0.079 -0.011
O 2.352 -0.057 -2.030
O 3.184 1.851 -1.539
H 0.808 0.686 1.996
H 0.361 -1.054 1.845
H 1.832 -0.379 1.205
H -0.766 -1.103 -1.608
H 1.038 -1.235 -1.249
H -0.107 -1.998 -0.169
H -1.253 1.326 -0.851
H -1.916 -0.056 -0.045
H -1.220 1.287 0.965
H 1.219 1.982 -0.032
*
```

Here are the natural (NBO) charges for atoms 1 to 5, given in e: number 1, C, carries -0.467; number 2, C, carries -0.442; number 3, C, carries -0.453; number 4, N, carries -0.301; number 5, N, carries 0.637

Record 3
# C3H10N3Si

An isolated ion of composition C3H10N3Si and charge +1 at a distorted geometry (the ωB97M-V functional and the def2-TZVPD basis, the OMol25 dataset).

Summary:
frontier orbital gap = 9.2 eV

The geometry in ORCA input format:
```
! wB97M-V def2-TZVPD RIJCOSX def2/J DEFGRID3
* xyz 1 1
C 0.440 1.755 -0.767
C -0.707 -1.478 1.876
C -1.699 -0.956 -1.269
N 2.810 1.225 0.128
N 0.613 0.556 0.030
N 2.129 0.264 0.385
Si -0.559 -0.652 0.200
H 0.643 1.564 -1.821
H -0.560 2.161 -0.647
H 1.163 2.491 -0.412
H -0.214 -2.448 1.892
H -0.263 -0.864 2.660
H -1.753 -1.647 2.132
H -1.269 -0.581 -2.201
H -1.900 -2.020 -1.403
H -2.665 -0.467 -1.138
H 3.794 1.098 0.355
*
```

Here are the natural (NBO) charges for atoms 1 to 5, given in e: number 1, C, carries -0.459; number 2, C, carries -1.170; number 3, C, carries -1.173; number 4, N, carries -0.325; number 5, N, carries -0.795

Record 4
# C3H10N4

A 3-piece molecular cluster, C3H10N4 overall at a distorted geometry (the ωB97M-V functional and the def2-TZVPD basis, the OMol25 dataset).

Summary:
frontier orbital gap (spin up / spin down) = 8.1 / 8.1 eV

The geometry in ORCA input format:
```
! wB97M-V def2-TZVPD RIJCOSX def2/J DEFGRID3
* xyz 0 1
C 0.615 -1.770 -0.299
C -0.835 -0.696 1.237
N 0.438 -0.863 0.816
H 0.768 -2.766 0.126
H 1.531 -1.519 -0.835
H -0.217 -1.757 -1.012
H -0.912 -0.563 2.314
H -1.585 -1.389 0.845
C -0.239 1.517 -0.709
N -1.096 1.868 0.291
N 1.002 1.023 -0.173
N -0.653 1.150 -1.866
H -0.615 2.164 1.135
H -1.357 0.597 0.758
H 1.357 1.509 0.640
H 1.726 0.773 -0.835
H 0.073 0.721 -2.433
*
```

Here are the natural (NBO) charges for atoms 1 to 5, given in e: number 1, C, carries -0.456; number 2, C, carries -0.386; number 3, N, carries -0.239; number 4, H, carries 0.221; number 5, H, carries 0.194

Record 5
# C3H10N4

A single C3H10N4 molecule at a distorted geometry (the ωB97M-V functional and the def2-TZVPD basis, the OMol25 dataset).

Summary:
frontier orbital gap = 9.2 eV

The geometry in ORCA input format:
```
! wB97M-V def2-TZVPD RIJCOSX def2/J DEFGRID3
* xyz 0 1
C -0.937 -0.459 0.927
C 0.277 -0.382 -1.654
C 1.930 -0.319 0.166
N -0.297 0.724 0.640
N 0.666 0.123 -0.365
N -2.192 -0.338 1.229
N -1.009 1.821 0.240
H -2.578 -1.152 1.694
H -0.332 -1.334 1.192
H -1.988 1.559 0.094
H -0.925 2.565 0.931
H -0.703 -0.006 -1.941
H 0.249 -1.480 -1.673
H 1.015 -0.053 -2.389
H 2.728 0.021 -0.496
H 1.983 -1.412 0.260
H 2.112 0.121 1.145
*
```

Here are the natural (NBO) charges for atoms 1 to 5, given in e: number 1, C, carries 0.258; number 2, C, carries -0.424; number 3, C, carries -0.415; number 4, N, carries -0.127; number 5, N, carries -0.337

Record 6
# C3H10N4

A 2-piece molecular cluster, C3H10N4 overall at a distorted geometry (the ωB97M-V functional and the def2-TZVPD basis, the OMol25 dataset).

Summary:
frontier orbital gap (spin up / spin down) = 6.3 / 6.2 eV

The geometry in ORCA input format:
```
! wB97M-V def2-TZVPD RIJCOSX def2/J DEFGRID3
* xyz 2 1
C -7.178 0.150 1.140
C 11.285 0.162 0.091
C 10.634 -0.107 -1.044
N 11.068 0.297 1.859
N -8.302 -0.507 1.380
N -6.750 0.540 -0.033
N -7.372 0.183 -1.278
H -6.552 0.405 1.922
H 10.288 0.849 -1.577
H 11.168 -0.365 -1.890
H 9.837 -0.954 -0.869
H 11.942 0.333 2.351
H -8.565 -0.727 2.318
H -9.091 -0.436 0.713
H -6.728 0.514 -2.116
H -7.358 -0.850 -1.398
H -8.327 0.515 -1.569
*
```

Here are the natural (NBO) charges for atoms 1 to 5, given in e: number 1, C, carries 0.322; number 2, C, carries 0.770; number 3, C, carries -0.998; number 4, N, carries -0.343; number 5, N, carries -0.769

Record 7
# C3H10N4

A 2-piece molecular cluster, C3H10N4 overall at a distorted geometry (the ωB97M-V functional and the def2-TZVPD basis, the OMol25 dataset).

Summary:
frontier orbital gap = 9.8 eV

The geometry in ORCA input format:
```
! wB97M-V def2-TZVPD RIJCOSX def2/J DEFGRID3
* xyz 2 1
C -0.910 0.398 -0.114
C 0.365 1.069 -0.281
C -1.926 0.347 -1.118
N 0.801 2.266 -0.341
N -3.163 0.698 -0.889
N 0.537 -0.147 -0.342
N 2.537 -2.438 1.175
H -1.194 0.095 0.955
H -1.669 0.401 -2.130
H 0.308 3.003 0.084
H 1.716 2.571 -0.066
H -3.904 0.558 -1.567
H -3.518 0.732 0.033
H 1.707 -2.794 1.741
H 3.170 -1.892 1.731
H 2.090 -1.693 0.427
H 3.052 -3.176 0.703
*
```

Here are the natural (NBO) charges for atoms 1 to 5, given in e: number 1, C, carries -0.269; number 2, C, carries 0.469; number 3, C, carries 0.295; number 4, N, carries -0.738; number 5, N, carries -0.584

Record 8
# C3H10N4O

A single C3H10N4O molecule at a distorted geometry (the ωB97M-V functional and the def2-TZVPD basis, the OMol25 dataset).

Summary:
frontier orbital gap = 8.1 eV

The geometry in ORCA input format:
```
! wB97M-V def2-TZVPD RIJCOSX def2/J DEFGRID3
* xyz 0 1
C 1.867 0.028 0.946
N 1.197 0.375 -0.299
C -0.173 0.617 -0.206
C -1.113 -0.341 0.089
N -0.632 1.916 -0.593
N -2.452 -0.009 0.181
N -0.778 -1.666 0.245
O 1.458 -0.843 -1.280
H 2.289 -0.618 -1.717
H -0.807 1.964 -1.594
H 0.081 2.602 -0.377
H -2.589 0.993 0.231
H -3.045 -0.659 0.675
H 0.084 -1.916 -0.237
H -1.538 -2.323 0.147
H 2.918 -0.156 0.734
H 1.783 0.890 1.609
H 1.451 -0.851 1.447
*
```

Here are the natural (NBO) charges for atoms 1 to 5, given in e: number 1, C, carries -0.420; number 2, N, carries -0.176; number 3, C, carries 0.027; number 4, C, carries 0.387; number 5, N, carries -0.846

Record 9
# C3H10N4O

A single C3H10N4O molecule at a distorted geometry (the ωB97M-V functional and the def2-TZVPD basis, the OMol25 dataset).

Summary:
frontier orbital gap = 9.2 eV

The geometry in ORCA input format:
```
! wB97M-V def2-TZVPD RIJCOSX def2/J DEFGRID3
* xyz 0 1
C -1.965 -0.236 -0.696
C 0.483 0.157 0.443
C 0.612 -1.755 1.802
H -2.746 -1.139 -0.361
H -1.835 0.471 0.124
H -2.670 0.438 -1.375
H 0.158 -1.640 -0.437
H 0.703 2.108 1.028
H 0.140 1.293 -1.749
H 1.770 1.407 -1.378
H 0.659 -2.105 2.755
H -0.232 -2.204 1.338
H 1.341 -2.348 1.301
N 0.155 -0.581 -0.670
N 0.474 1.407 0.244
N 0.805 1.870 -1.120
N 0.649 -0.287 1.660
O -0.831 -0.268 -1.416
*
```

Here are the natural (NBO) charges for atoms 1 to 5, given in e: number 1, C, carries -0.305; number 2, C, carries 0.511; number 3, C, carries -0.443; number 4, H, carries 0.196; number 5, H, carries 0.195

Record 10
# C3H10N4O

A 2-piece molecular cluster, C3H10N4O overall (the ωB97M-V functional and the def2-TZVPD basis, the OMol25 dataset).

Summary:
frontier orbital gap = 7.2 eV

The geometry in ORCA input format:
```
! wB97M-V def2-TZVPD RIJCOSX def2/J DEFGRID3
* xyz 0 1
C -1.440 0.449 -1.053
C 0.007 -0.787 1.679
N 0.224 -0.277 0.344
C 1.365 0.503 0.121
N 1.798 0.406 -1.193
N -2.550 -0.139 -0.685
O -0.056 -1.281 -0.648
N 1.814 1.271 1.051
H 1.531 -0.490 -1.593
H 2.743 0.712 -1.359
H 2.603 1.821 0.724
H -2.722 -1.073 -1.030
H -2.965 0.087 0.206
H -1.193 1.391 -0.588
H -0.994 0.200 -1.996
H 0.338 -0.059 2.415
H -1.058 -1.004 1.804
H 0.554 -1.731 1.801
*
```

Here are the natural (NBO) charges for atoms 1 to 5, given in e: number 1, C, carries 0.196; number 2, C, carries -0.413; number 3, N, carries -0.219; number 4, C, carries 0.560; number 5, N, carries -0.862

Record 11
# C3H10N5

An isolated ion of composition C3H10N5 and charge +1 at a distorted geometry (the ωB97M-V functional and the def2-TZVPD basis, the OMol25 dataset).

Summary:
frontier orbital gap (spin up / spin down) = 7.6 / 7.6 eV

The geometry in ORCA input format:
```
! wB97M-V def2-TZVPD RIJCOSX def2/J DEFGRID3
* xyz 1 1
C -0.448 0.706 0.033
C 1.188 0.451 0.002
C -2.849 0.327 0.002
N -1.414 -0.220 0.013
N 1.593 -0.704 0.267
N 1.851 1.450 -0.644
N 2.872 -1.103 0.198
N -1.144 -1.525 0.075
H -0.758 1.713 0.055
H -3.178 0.637 1.047
H -3.005 1.166 -0.765
H -3.682 -0.391 -0.221
H 1.333 2.315 -0.795
H 2.836 1.533 -0.624
H 3.680 -0.531 -0.093
H 3.081 -2.011 0.620
H -1.732 -2.130 0.639
H -0.224 -1.682 0.193
*
```

Here are the natural (NBO) charges for atoms 1 to 5, given in e: number 1, C, carries 0.133; number 2, C, carries 0.326; number 3, C, carries -0.468; number 4, N, carries -0.064; number 5, N, carries -0.300

Record 12
# C3H10NO

A 2-piece molecular cluster, C3H10NO overall at a distorted geometry (the ωB97M-V functional and the def2-TZVPD basis, the OMol25 dataset).

Summary:
expectation value of S² = 0.754
frontier orbital gap (spin up / spin down) = 3.9 / 8.1 eV

The geometry in ORCA input format:
```
! wB97M-V def2-TZVPD RIJCOSX def2/J DEFGRID3
* xyz 0 2
C -2.124 -0.688 -1.035
O -1.049 -1.280 -0.250
H -2.041 -0.989 -2.110
H -3.143 -0.836 -0.654
H -1.963 0.324 -1.136
H -1.503 -1.905 0.415
C 1.637 0.983 0.642
C 1.704 1.078 -0.683
N 0.434 0.282 1.272
H 2.461 1.242 1.192
H 2.367 1.792 -1.028
H 1.379 0.254 -1.394
H 0.784 -0.307 2.129
H -0.350 0.848 1.580
H 0.065 -0.391 0.560
*
```

Here are the natural (NBO) charges for atoms 1 to 5, given in e: number 1, C, carries -0.274; number 2, O, carries -0.748; number 3, H, carries 0.185; number 4, H, carries 0.182; number 5, H, carries 0.187

Record 13
# C3H10NO

A 2-piece molecular cluster, C3H10NO overall at a distorted geometry (the ωB97M-V functional and the def2-TZVPD basis, the OMol25 dataset).

Summary:
expectation value of S² = 0.753
frontier orbital gap (spin up / spin down) = 5.8 / 10.7 eV

The geometry in ORCA input format:
```
! wB97M-V def2-TZVPD RIJCOSX def2/J DEFGRID3
* xyz 0 2
C -2.616 1.559 -0.503
N -1.316 1.684 -0.567
H -3.139 0.643 -0.929
H -3.292 2.405 -0.528
H -0.822 0.743 -0.538
H -0.822 2.417 -0.064
C 0.958 -0.980 -0.293
O -0.122 -0.147 0.384
C 2.030 -1.500 0.610
H 0.493 -1.978 -0.622
H 1.420 -0.132 -0.987
H 0.095 0.237 1.204
H 2.962 -0.818 0.669
H 1.842 -1.582 1.709
H 2.328 -2.553 0.457
*
```

Here are the natural (NBO) charges for atoms 1 to 5, given in e: number 1, C, carries -0.325; number 2, N, carries -0.821; number 3, H, carries 0.154; number 4, H, carries 0.152; number 5, H, carries 0.419

Record 14
# C3H10NO

A 2-piece molecular cluster, C3H10NO overall at a distorted geometry (the ωB97M-V functional and the def2-TZVPD basis, the OMol25 dataset).

Summary:
frontier orbital gap = 7.3 eV

The geometry in ORCA input format:
```
! wB97M-V def2-TZVPD RIJCOSX def2/J DEFGRID3
* xyz 1 1
C 0.021 -1.489 1.785
N 1.251 -1.330 0.905
H -0.667 -0.657 1.899
H -0.439 -2.458 1.593
H 0.503 -1.619 2.768
H 1.976 -1.838 1.447
H 0.758 1.243 0.760
H 1.210 -1.793 0.010
O 0.506 1.248 -0.269
C -0.534 1.695 -0.843
C -0.887 1.169 -2.150
H -0.963 2.603 -0.374
H -0.997 0.114 -2.075
H -0.004 1.438 -2.806
H -1.735 1.673 -2.650
*
```

Here are the natural (NBO) charges for atoms 1 to 5, given in e: number 1, C, carries -0.439; number 2, N, carries -0.878; number 3, H, carries 0.174; number 4, H, carries 0.206; number 5, H, carries 0.211

Record 15
# C3H10NO

A 2-piece molecular cluster, C3H10NO overall at a distorted geometry (the ωB97M-V functional and the def2-TZVPD basis, the OMol25 dataset).

Summary:
frontier orbital gap = 8.6 eV

The geometry in ORCA input format:
```
! wB97M-V def2-TZVPD RIJCOSX def2/J DEFGRID3
* xyz 1 1
C 2.804 0.483 -0.643
N 1.888 1.253 -0.188
H 3.568 0.894 -1.295
H 2.844 -0.505 -0.194
H 1.259 0.864 0.522
H 1.653 2.059 -0.760
C -1.973 -0.230 0.373
O -0.896 0.747 0.625
C -1.278 -1.528 -0.042
H -2.554 0.164 -0.465
H -2.619 -0.258 1.246
H -1.363 1.391 1.171
H -0.584 -1.098 -0.774
H -1.987 -2.263 -0.388
H -0.763 -1.976 0.813
*
```

Here are the natural (NBO) charges for atoms 1 to 5, given in e: number 1, C, carries 0.156; number 2, N, carries -0.566; number 3, H, carries 0.239; number 4, H, carries 0.233; number 5, H, carries 0.475

Quick rundown of energy above the lowest of the compared OMol25 structures with the same formula, charge and spin, same order as above: 1.729; 10.036; 1.449; 3.986; 3.254; 8.573; 1.726; 3.237; 6.880; 4.936; 3.431; 3.382; 2.048; 2.788; 1.541 eV